[1]
{
  "formula": "C21H20F2O3",
  "method": "ωB97M-V/def2-TZVPD",
  "gap_ev": 8.8,
  "homo_ev": -8.71,
  "charge": 0,
  "smiles": "Cc1ccc(C(c2ccc(C)c(F)c2)[C@]2(C)C(=O)CCOC2=O)cc1F",
  "multiplicity": 1,
  "de_lowest_kj_mol": 0.00,
  "symbols": ["F", "F", "O", "O", "O", "C", "C", "C", "C", "C", "C", "C", "C", "C", "C", "C", "C", "C", "C", "C", "C", "C", "C", "C", "C", "C", "H", "H", "H", "H", "H", "H", "H", "H", "H", "H", "H", "H", "H", "H", "H", "H", "H", "H", "H", "H"],
  "positions_angstrom": [[0.077, -0.783, 4.580], [3.795, 2.040, 1.240], [1.705, -0.294, -2.262], [-3.031, -0.685, -1.852], [0.693, -2.214, -2.368], [0.433, 1.490, -0.150], [-1.160, -3.212, 4.311], [-0.844, 0.955, -2.900], [-1.387, -2.620, 1.844], [0.648, -0.904, -2.185], [3.251, 4.730, 0.464], [0.126, 2.816, -0.550], [2.341, 3.596, 0.142], [-1.904, -1.163, -1.946], [-0.947, -2.329, 3.140], [-1.700, -2.672, -2.158], [-0.479, -2.938, -2.918], [-1.245, -1.672, 0.836], [1.089, 3.832, -0.474], [-0.336, -1.086, 3.300], [-0.684, -0.245, -1.848], [1.709, 1.243, 0.442], [-0.526, -0.497, 0.924], [2.611, 2.288, 0.594], [-0.080, -0.197, 2.259], [-0.573, 0.419, -0.263], [-1.654, -2.694, 5.143], [0.854, 4.817, -0.941], [3.114, 5.537, -0.259], [-1.807, 1.560, -2.853], [-1.539, -3.114, -1.176], [-0.739, 0.592, -3.976], [3.112, 5.203, 1.448], [-0.877, 3.078, -0.940], [-0.047, 1.672, -2.620], [-0.198, -3.602, 4.656], [-0.246, -3.991, -2.967], [-2.637, -3.100, -2.538], [-1.804, -3.597, 1.619], [-1.643, 0.834, -0.561], [4.276, 4.364, 0.417], [1.998, 0.245, 0.803], [-1.781, -1.838, -0.074], [-0.629, -2.537, -3.895], [-1.779, -4.056, 4.018], [0.446, 0.729, 2.493]]
}


[2]
{
  "formula": "C21H20F4N2O4ReS2",
  "method": "ωB97M-V/def2-TZVPD",
  "gap_ev": [7.1, 7.3],
  "homo_ev": [-8.40, -8.59],
  "charge": 0,
  "multiplicity": 2,
  "de_lowest_kj_mol": 173.21,
  "symbols": ["Re", "S", "S", "F", "F", "F", "F", "O", "O", "O", "O", "N", "N", "C", "C", "C", "C", "C", "C", "C", "C", "C", "C", "C", "C", "C", "C", "C", "C", "C", "C", "C", "C", "C", "H", "H", "H", "H", "H", "H", "H", "H", "H", "H", "H", "H", "H", "H", "H", "H", "H", "H", "H", "H"],
  "positions_angstrom": [[-0.471, 0.950, 0.268], [0.810, -4.259, 1.800], [1.496, 1.077, 1.369], [-3.312, -2.108, -1.014], [-2.457, -1.186, -2.644], [-1.367, 2.353, 1.161], [-2.306, 0.419, -0.221], [0.477, -5.541, 2.349], [2.038, -3.605, 2.145], [-0.014, -0.581, -0.782], [1.697, -0.383, -2.215], [0.769, -4.468, 0.165], [0.425, 2.403, -0.914], [4.314, 3.638, -0.072], [2.349, 3.794, -1.456], [3.669, 2.674, 0.728], [0.478, -3.321, -0.702], [-2.488, -1.168, 2.320], [-3.533, -1.180, -1.901], [-0.238, 2.909, -1.950], [-0.154, -1.798, 2.479], [2.390, 2.277, 0.442], [1.624, 4.318, -2.547], [-1.158, -0.843, 2.588], [1.713, 2.833, -0.656], [1.600, -2.283, -0.712], [-1.809, -3.453, 1.903], [-0.484, -3.095, 2.117], [0.357, 3.883, -2.781], [-3.546, -0.105, 2.329], [-2.798, -2.490, 2.007], [-1.622, 2.434, -2.251], [3.670, 4.189, -1.142], [1.137, -0.997, -1.351], [-3.395, 0.595, 3.151], [4.155, 4.929, -1.766], [-2.277, 2.556, -1.389], [5.326, 3.937, 0.168], [-2.028, 2.987, -3.095], [2.085, 5.059, -3.188], [0.879, -1.552, 2.676], [-1.614, 1.370, -2.494], [-3.829, -2.762, 1.818], [4.184, 2.238, 1.574], [2.496, -2.651, -1.205], [-2.059, -4.474, 1.642], [-0.450, -2.833, -0.396], [0.257, -5.307, -0.067], [-4.542, -0.537, 2.416], [-0.221, 4.265, -3.610], [1.862, -2.025, 0.318], [-3.499, 0.464, 1.396], [-0.908, 0.167, 2.900], [0.320, -3.712, -1.708]]
}


[3]
{
  "formula": "C21H20FN5O3",
  "method": "ωB97M-V/def2-TZVPD",
  "gap_ev": 8.7,
  "homo_ev": -8.42,
  "charge": 0,
  "smiles": "COCc1nnc(N2CC(c3coc4cc(F)ccc34)C2)n1-c1ccc(OC)nc1",
  "multiplicity": 1,
  "de_lowest_kj_mol": 442.77,
  "symbols": ["F", "O", "O", "O", "N", "N", "N", "N", "N", "C", "C", "C", "C", "C", "C", "C", "C", "C", "C", "C", "C", "C", "C", "C", "C", "C", "C", "C", "C", "C", "H", "H", "H", "H", "H", "H", "H", "H", "H", "H", "H", "H", "H", "H", "H", "H", "H", "H", "H", "H"],
  "positions_angstrom": [[6.371, 2.562, 0.191], [-5.882, -0.154, 0.892], [0.935, -0.861, 4.573], [4.317, 0.810, -3.853], [-3.778, 0.472, -1.030], [-0.387, 0.454, -1.173], [-0.439, -2.068, 3.014], [-2.184, -0.550, 0.138], [-2.605, 0.670, -1.620], [-1.543, -0.687, 1.364], [-4.559, -0.805, 0.976], [-0.439, 0.408, 3.187], [-6.610, -0.679, -0.248], [3.106, 1.164, -0.603], [0.388, -0.685, -1.689], [2.341, 0.521, -3.001], [5.411, 1.866, -1.893], [0.864, 0.241, -2.879], [5.278, 2.174, -0.474], [-3.527, -0.274, 0.015], [-0.010, -0.883, 3.573], [-1.683, 0.269, -0.870], [3.089, 0.375, -4.124], [3.278, 1.002, -1.948], [4.423, 1.222, -2.600], [1.771, -2.046, 4.545], [0.036, 1.345, -2.276], [4.096, 1.713, 0.161], [-1.233, 0.515, 2.055], [-1.139, -1.943, 1.896], [2.200, 0.790, -0.150], [0.085, 1.205, 3.685], [-4.273, -0.725, 2.039], [2.052, -2.548, 3.589], [1.281, -2.683, 5.280], [-1.661, -2.813, 1.530], [-0.569, 1.802, -3.034], [-1.396, 1.498, 1.621], [3.920, 1.757, 1.230], [-0.291, -1.529, -1.932], [6.445, 2.070, -2.297], [0.337, -0.099, -3.838], [-5.887, -1.058, -1.134], [0.559, 2.206, -1.764], [-4.694, -1.871, 0.819], [2.744, -1.835, 4.872], [-7.392, -1.383, 0.002], [2.777, -0.036, -5.132], [-7.083, 0.239, -0.639], [1.159, -1.134, -1.045]]
}


[4]
{
  "formula": "C21H20IrN6O5S4",
  "method": "ωB97M-V/def2-TZVPD",
  "gap_ev": [7.9, 5.9],
  "homo_ev": [-8.67, -9.45],
  "charge": 0,
  "multiplicity": 6,
  "symbols": ["Ir", "S", "S", "S", "S", "O", "O", "O", "O", "O", "N", "N", "N", "N", "N", "N", "C", "C", "C", "C", "C", "C", "C", "C", "C", "C", "C", "C", "C", "C", "C", "C", "C", "C", "C", "C", "C", "H", "H", "H", "H", "H", "H", "H", "H", "H", "H", "H", "H", "H", "H", "H", "H", "H", "H", "H", "H"],
  "positions_angstrom": [[0.845, 1.252, 0.914], [-0.200, -1.247, -0.189], [-1.815, 3.387, -0.884], [0.971, 3.668, 1.841], [1.945, 2.233, -1.065], [-1.346, 0.670, 1.533], [2.700, -0.455, 0.091], [-1.492, 3.290, -2.272], [-1.679, 4.643, -0.210], [-1.642, -1.394, -0.527], [6.555, -0.824, 2.809], [4.667, -1.549, -0.099], [1.514, 7.066, 0.645], [-1.003, 2.207, -0.032], [2.173, 0.998, 2.475], [2.637, 5.416, -2.672], [-0.564, -3.535, 1.320], [2.276, 4.740, -1.816], [0.117, -2.173, 1.320], [-4.634, 3.070, -1.032], [-3.407, 2.688, -0.534], [-5.606, 1.274, 0.283], [4.227, -0.267, 1.881], [1.849, 3.881, -0.739], [1.449, 4.479, 0.466], [-0.463, -4.202, 2.688], [-0.105, -2.721, -2.533], [5.500, -0.542, 2.442], [-4.361, 0.904, 0.774], [-1.840, 1.447, 0.676], [3.812, -0.757, 0.571], [-3.268, 1.634, 0.352], [0.700, -3.648, -3.439], [3.222, 0.480, 2.415], [1.475, 5.921, 0.554], [0.767, -2.228, -1.388], [-5.739, 2.341, -0.603], [-6.487, 0.723, 0.585], [4.436, -1.818, -1.039], [1.003, -4.553, -2.907], [1.227, -3.058, -0.849], [1.203, -2.234, 1.425], [1.604, -3.161, -3.811], [-0.948, -5.178, 2.684], [-1.609, -3.400, 1.039], [-0.946, -3.592, 3.454], [5.583, -1.754, 0.263], [0.577, -4.349, 2.986], [-4.735, 3.894, -1.725], [-0.114, -4.180, 0.561], [0.112, -3.954, -4.304], [-6.722, 2.605, -0.972], [1.558, -1.566, -1.735], [-0.279, -1.541, 2.118], [-4.234, 0.069, 1.449], [-0.482, -1.870, -3.102], [-0.982, -3.232, -2.138]]
}